No. 1
The following is a DFT calculation (wB97M-V/def2-TZVPD) of C27H76Li2N6O15 as an isolated structure in a non-equilibrium geometry.

```
126
Properties=species:S:1:pos:R:3:forces:R:3
Li 13.02616 9.29127 8.68963 0.9 -1.0 0.9
Li 14.27530 6.03195 9.40126 -0.4 0.1 0.9
O 14.85108 5.66397 11.23091 -0.2 0.1 -0.7
C 14.91790 6.92238 11.81024 1.3 -0.3 0.9
C 14.17624 8.06022 11.12110 -1.1 0.2 0.0
O 14.14467 8.06677 9.70135 -0.2 0.1 -0.9
H 15.97653 7.21372 12.00649 0.0 0.1 -0.5
H 14.57326 6.92290 12.87140 -0.4 0.1 -0.2
H 14.59076 8.99979 11.51924 -0.2 -0.1 -0.1
H 13.12607 7.98651 11.46668 0.1 0.2 0.1
C 13.49495 3.54248 14.22174 0.6 0.4 -0.4
O 13.26004 2.65322 15.02678 -0.1 0.1 -0.1
N 13.27073 4.87765 14.50125 -0.2 -0.8 0.0
N 14.00908 3.33936 12.95702 -0.2 0.4 0.2
H 13.58412 5.60357 13.88459 0.1 0.0 -0.1
H 12.96979 5.12262 15.43672 0.2 0.3 0.0
H 14.31938 4.15044 12.41496 -0.1 -0.1 0.1
H 14.38594 2.44842 12.68720 0.0 -0.1 0.3
C 10.52264 5.08656 5.60114 -0.9 0.4 -0.5
O 10.99758 4.47875 6.74764 0.5 -0.5 0.6
C 12.39487 4.24725 6.72322 0.0 0.3 0.8
C 12.82086 3.79524 8.10807 -0.3 0.0 -0.2
N 12.44898 4.78602 9.14157 0.1 -0.2 -0.5
C 12.08826 4.08235 10.37950 -0.7 -0.2 0.0
C 11.58841 5.02985 11.43672 1.1 -0.2 -0.2
O 10.31050 5.47589 11.06337 -0.5 0.0 0.1
C 9.73173 6.28747 12.06201 -0.1 0.2 -0.3
H 11.06945 6.01071 5.37873 0.1 0.0 -0.1
H 9.47698 5.34615 5.78395 0.1 0.1 0.0
H 10.51848 4.42592 4.72673 0.3 0.0 0.0
H 12.90010 5.20592 6.51294 0.0 -0.2 -0.4
H 12.66073 3.46237 6.01063 0.1 0.2 -0.3
H 13.89962 3.63285 8.11591 0.0 -0.1 0.0
H 12.34072 2.83032 8.31041 0.1 0.0 0.0
H 11.56960 5.18834 8.81735 0.2 0.1 0.0
H 12.90086 3.46622 10.74682 0.2 0.2 0.0
H 11.24820 3.40071 10.16625 0.2 -0.1 0.0
H 12.30828 5.86290 11.48334 -0.2 0.0 0.3
H 11.60016 4.49432 12.39266 -0.3 0.2 0.1
H 8.66584 6.38253 11.85846 0.0 -0.1 -0.1
H 10.17224 7.29241 12.02240 0.1 0.0 0.3
H 9.85809 5.84199 13.05186 0.1 0.1 0.1
C 17.57026 3.80165 15.96488 0.5 -0.1 0.6
O 18.06359 4.87993 15.19511 0.0 0.0 0.3
C 17.32980 6.08272 15.34288 -0.4 0.2 -0.9
C 17.95696 7.09433 14.41720 0.7 -0.1 -0.1
N 19.32039 7.45316 14.81234 0.0 -0.1 -0.4
C 19.83041 8.55323 13.98467 -0.2 0.0 0.3
C 21.29489 8.82692 14.24657 -0.8 0.2 0.3
O 22.12140 7.95510 13.51600 0.0 -0.2 0.0
C 23.48034 8.18618 13.79222 0.0 0.4 0.1
H 17.37353 4.08359 17.00812 -0.2 0.3 -0.2
H 18.38660 3.08003 16.04226 -0.2 -0.1 -0.3
H 16.67364 3.35113 15.53436 -0.1 0.0 0.0
H 17.27004 6.42418 16.37949 0.1 -0.1 0.1
H 16.32234 5.95091 14.92156 -0.3 -0.2 0.5
H 17.36650 8.01400 14.36007 -0.1 -0.1 0.2
H 17.92259 6.62224 13.41733 0.1 0.3 0.0
H 19.91110 6.63841 14.66272 -0.1 0.0 0.1
H 19.28799 9.44615 14.31793 0.0 0.0 -0.3
H 19.65304 8.39771 12.91256 0.0 0.1 0.0
H 21.38362 8.69911 15.33886 0.5 0.0 -0.1
H 21.49959 9.87639 13.99756 0.2 -0.1 0.0
H 23.71598 9.25226 13.66610 0.0 -0.1 0.1
H 24.10073 7.63948 13.08650 -0.1 -0.2 0.0
H 23.72335 7.90067 14.82372 0.1 0.0 -0.1
C 23.33751 11.73711 15.04481 -0.8 0.2 0.7
O 21.97153 12.14622 15.02267 0.0 -0.2 -0.4
C 21.65325 13.04462 13.99127 0.0 0.0 -0.7
C 20.29506 13.66009 14.22894 -0.4 0.7 0.3
N 19.13812 12.78394 13.92520 0.4 0.3 -0.4
C 18.38910 13.29693 12.76778 0.2 -0.9 -0.3
C 17.31671 12.33119 12.29443 0.2 0.5 -0.2
O 17.91380 11.18731 11.73132 0.1 0.0 0.5
C 16.96187 10.21974 11.34708 -0.1 -0.1 -0.1
H 23.78480 11.58230 14.06058 -0.1 0.2 -0.1
H 23.31343 10.78813 15.57765 0.4 0.0 0.1
H 23.86477 12.49587 15.62956 0.5 -0.2 -0.2
H 21.61788 12.54450 13.00052 0.1 -0.2 0.3
H 22.43002 13.81604 13.87573 -0.1 0.1 0.3
H 20.23204 14.57465 13.62380 0.0 -0.2 -0.2
H 20.22716 14.03639 15.25555 0.1 -0.3 0.1
H 19.54073 11.90406 13.60716 -0.3 -0.1 0.2
H 19.06829 13.42211 11.90598 -0.1 0.3 0.0
H 17.89013 14.24402 12.97120 0.2 0.1 0.3
H 16.75618 12.88322 11.51973 -0.2 -0.2 0.1
H 16.64972 12.04862 13.11716 0.0 0.0 0.0
H 16.61105 10.42487 10.33061 -0.1 -0.1 0.0
H 16.10256 10.17283 12.02975 0.2 0.3 0.1
H 17.42548 9.23688 11.38242 0.2 0.0 -0.2
C 14.23314 4.24883 19.79734 0.6 -0.3 0.3
O 13.30413 5.02183 19.10276 -0.6 0.0 0.0
C 12.51816 4.24334 18.21281 0.4 -0.3 0.0
C 11.54012 5.15646 17.53558 -0.3 0.2 0.0
N 12.21371 6.27697 16.90222 -0.1 0.1 -0.4
C 11.29456 7.11035 16.13864 -0.2 -0.2 0.7
C 11.98195 8.33581 15.59351 -0.6 0.2 -0.4
O 12.67122 8.98284 16.63254 0.4 0.0 0.1
C 13.87707 9.61426 16.22327 -0.4 -0.4 -0.3
H 13.80120 3.33756 20.23199 -0.1 0.1 -0.1
H 14.63305 4.83588 20.62429 0.0 0.1 -0.1
H 15.06949 3.95197 19.14944 -0.1 0.0 0.0
H 11.96373 3.46261 18.75393 0.1 0.1 0.1
H 13.16307 3.73204 17.48413 0.0 0.1 0.0
H 10.78832 5.48166 18.27549 0.0 0.1 -0.1
H 11.01417 4.60126 16.75273 0.0 -0.1 0.1
H 12.65706 6.87338 17.59138 0.1 -0.2 0.0
H 10.46064 7.43100 16.79017 0.0 0.1 -0.2
H 10.84373 6.54061 15.32021 0.1 0.0 0.0
H 11.17239 8.97583 15.20248 0.3 0.1 -0.1
H 12.64976 8.10476 14.75436 0.1 -0.2 0.1
H 14.50511 8.92393 15.64286 -0.1 0.0 0.1
H 14.40888 9.88247 17.12874 0.0 0.3 0.0
H 13.64231 10.46724 15.57713 0.2 0.2 0.2
O 17.30690 4.10004 12.40964 -0.4 0.2 0.0
H 16.55772 4.70326 12.23530 0.0 -0.3 0.1
H 17.43005 4.12080 13.37004 0.2 0.2 -0.1
O 16.58668 8.82841 8.27481 -0.3 -0.1 -0.1
H 16.22875 9.29613 7.51469 0.1 0.0 -0.1
H 15.81144 8.40769 8.69910 0.1 0.2 0.3
O 17.71527 5.84387 10.23724 -0.1 0.1 -0.2
H 16.80648 6.10499 10.45585 0.1 -0.2 0.0
H 17.89542 5.13180 10.86711 0.1 0.0 0.1
O 15.32482 2.70646 10.05787 -0.2 0.1 -0.2
H 16.19635 2.91709 9.70529 0.1 0.0 0.2
H 15.09610 3.47742 10.59360 0.2 0.2 0.0
```
Forces are in eV/Å.

Properties
molar mass	738.8	g/mol
E_tot	-2546.464085	a.u.
energy relative to the best compared isomer or geometry (same formula, charge and spin)	0.000	eV
spin multiplicity	1
largest force on an atom	1.594	eV/A

=====

No. 2
The following is a DFT calculation (wB97M-V/def2-TZVPD) of C27H78AsB3F6N4Na2OSn as an isolated structure in a non-equilibrium geometry.

```
123
Properties=species:S:1:pos:R:3:forces:R:3
Na 6.29572 20.54019 3.00651 -0.1 0.1 0.0
Na 6.39698 19.22718 -0.59066 -0.1 0.0 0.3
Sn 7.24347 24.21117 -0.47324 -0.7 -3.0 0.5
B 4.44072 19.59866 1.38796 -1.5 -0.5 -0.1
H 4.43337 19.76013 0.28063 -0.1 0.7 -2.7
H 5.33370 18.99027 1.59660 3.0 -2.1 1.0
H 4.42373 20.55463 1.96257 -0.1 2.4 1.2
H 3.49726 18.98052 1.61669 -1.3 -1.0 0.6
B 6.00195 21.44765 -1.58121 0.0 0.2 0.0
H 5.93910 22.56933 -1.93153 0.2 2.6 -0.5
H 5.11749 20.91977 -2.08847 -1.5 -0.3 -0.6
H 6.93378 20.95811 -1.95944 2.3 -0.8 -0.8
H 5.94817 21.39772 -0.47012 -0.2 0.0 2.5
B 5.97113 23.10579 2.20647 0.4 1.2 -1.3
H 7.00430 22.72907 2.42758 2.6 -1.2 0.1
H 5.50880 22.75679 1.20436 -0.4 -0.6 -1.8
H 5.28786 22.72747 3.01468 -1.7 -0.4 1.7
H 6.08782 24.26148 2.20102 0.0 2.0 0.1
As 9.48318 20.51046 0.93210 0.6 -1.1 -0.9
F 9.69490 21.23696 2.48294 -0.4 0.0 -0.3
F 9.00263 22.08807 0.20674 -0.2 0.0 0.3
F 9.19965 19.78618 -0.69699 0.2 0.7 1.3
F 9.82755 18.91407 1.55413 0.3 0.8 -0.3
F 7.79659 20.12498 1.30387 0.2 0.5 -0.2
F 11.16261 20.88217 0.56040 -1.2 -0.4 0.0
C 6.67720 17.50205 4.17647 0.7 -0.6 -0.6
C 7.14714 18.30824 5.37564 -0.6 0.4 -0.1
N 6.45382 19.60176 5.36297 -0.6 2.0 1.4
C 5.04301 19.46889 5.78909 -0.8 -0.6 -1.7
C 4.19578 20.74016 5.89748 0.2 0.1 0.8
C 7.09542 20.53593 6.33344 2.1 -1.3 -0.3
C 8.44874 21.09831 5.83586 -0.2 0.4 0.9
H 7.15991 16.52979 4.04536 0.1 0.0 0.5
H 6.96040 18.00875 3.25104 -0.2 0.2 0.0
H 5.60995 17.29601 4.13959 -0.1 0.3 0.2
H 6.93713 17.82724 6.34002 0.0 -0.3 0.0
H 8.20821 18.55390 5.35967 0.1 -0.4 -0.3
H 4.53008 18.98247 4.95446 0.2 -0.5 0.1
H 4.93826 18.78962 6.64220 0.1 0.2 0.3
H 4.18033 21.16882 6.90217 0.3 0.1 0.0
H 4.50785 21.51023 5.19115 0.0 0.0 -0.1
H 3.15356 20.49391 5.69704 0.1 -0.1 -0.2
H 7.42597 19.98050 7.22431 -0.4 -0.4 0.1
H 6.44900 21.29561 6.76328 -0.2 0.2 -0.8
H 8.36500 21.82463 5.02891 0.0 0.1 0.1
H 9.25321 20.40082 5.59436 -0.6 -0.5 -0.4
H 8.88130 21.51651 6.75081 0.0 0.8 -0.3
C 9.90980 24.85559 -5.16528 -0.6 -0.9 -0.1
C 9.06593 24.92087 -3.88941 -0.2 0.5 -0.2
N 9.50353 24.12586 -2.75026 -0.1 -0.2 1.2
C 10.80638 24.56031 -2.17986 0.4 -1.1 -2.0
C 10.80701 25.94340 -1.58865 -1.0 0.1 1.2
C 9.57307 22.67917 -3.06719 -0.3 -0.7 0.5
C 8.39121 22.05936 -3.82615 0.5 0.9 -0.3
H 10.95408 25.11020 -4.99907 0.0 0.1 -0.1
H 9.44988 25.49203 -5.92098 0.2 0.3 0.1
H 9.84464 23.85016 -5.58692 0.3 0.0 0.0
H 9.00839 25.98322 -3.64066 -0.1 -0.1 0.5
H 8.03952 24.58186 -4.04610 0.0 0.2 -0.5
H 11.20727 23.75749 -1.55551 -0.7 0.3 0.9
H 11.55993 24.41081 -2.96871 -0.1 0.7 -0.4
H 10.60815 25.77053 -0.52560 0.7 0.5 0.3
H 11.66858 26.57292 -1.79346 0.3 -0.4 0.3
H 9.95615 26.58710 -1.82863 -0.1 -0.4 -0.7
H 9.61896 22.13926 -2.11908 0.2 0.2 0.1
H 10.51337 22.45956 -3.58096 0.0 0.1 -0.2
H 8.42366 20.97542 -3.73985 0.2 0.0 0.0
H 8.44815 22.35347 -4.87520 -0.3 -0.2 -0.1
H 7.43873 22.36298 -3.39828 0.1 0.1 -0.2
C 4.41605 17.89626 -3.03312 -0.9 -0.4 0.7
C 5.18965 16.76076 -2.35615 -0.4 1.1 -0.1
N 6.55013 17.15821 -1.97625 -0.4 -0.1 0.0
C 7.40869 17.65311 -3.05289 -0.7 0.1 -0.6
C 7.59209 16.66061 -4.20064 1.1 0.1 0.4
C 7.15547 16.10220 -1.15603 1.1 1.4 0.0
C 6.77565 16.35276 0.29915 0.2 -1.5 0.6
H 4.74942 18.23968 -4.00890 0.2 0.1 0.1
H 4.29680 18.68968 -2.29145 0.5 0.5 -0.4
H 3.37256 17.57737 -3.11458 0.1 -0.2 -0.4
H 4.63181 16.62006 -1.42834 0.2 -0.4 0.1
H 5.11698 15.82634 -2.92332 0.3 -0.1 -0.1
H 6.99588 18.58382 -3.45637 -0.4 -0.1 0.0
H 8.34771 18.02304 -2.63441 0.2 -0.5 0.1
H 6.65636 16.29001 -4.61195 0.0 0.2 -0.1
H 8.21114 17.12409 -4.97105 -0.2 0.0 -0.2
H 8.18392 15.81633 -3.83774 -0.2 -0.2 -0.1
H 8.22588 16.22021 -1.34720 0.1 -0.2 0.5
H 6.91139 15.08867 -1.48742 -0.3 0.0 0.1
H 5.79019 15.90377 0.42940 -0.2 0.6 0.4
H 6.84601 17.36587 0.70327 -0.3 0.0 -0.6
H 7.40505 15.80475 1.00819 0.1 -0.3 -0.3
C 14.20771 22.80083 -4.27370 0.8 0.1 1.0
C 13.46921 21.82074 -3.36338 0.9 -0.6 -1.4
N 14.12233 20.51165 -3.31175 0.0 -1.8 -0.7
C 13.50557 19.61374 -2.29664 0.4 1.5 0.9
C 11.99979 19.49847 -2.32308 -0.7 0.4 -0.5
C 14.18456 19.82517 -4.60872 0.7 -0.2 0.3
C 14.77676 18.41489 -4.55197 1.2 0.1 -0.3
H 15.21018 22.95372 -3.86298 0.2 -0.2 -0.3
H 13.76186 23.79338 -4.18656 -0.3 -0.1 -0.4
H 14.26785 22.44641 -5.29933 -0.1 0.3 0.0
H 13.50997 22.22161 -2.35134 -0.9 0.0 0.0
H 12.51786 21.68666 -3.89308 -0.7 0.3 1.0
H 13.93734 18.62211 -2.17390 0.5 0.2 -0.7
H 13.84553 20.16253 -1.41088 -0.6 -0.4 0.6
H 11.56833 19.09748 -3.24687 0.4 -0.3 -0.2
H 11.60445 18.87748 -1.52096 0.1 0.2 0.2
H 11.55641 20.49426 -2.27390 -0.1 -0.1 0.5
H 14.86162 20.37276 -5.26457 -0.3 0.3 0.0
H 13.22758 19.67139 -5.12714 -0.3 0.6 0.1
H 14.03645 17.62163 -4.48207 0.1 0.0 -0.1
H 15.56977 18.23515 -3.82181 -0.4 0.4 0.6
H 15.39295 18.35183 -5.45336 -0.6 -0.6 -0.4
C 14.81413 20.78122 5.11598 -0.5 -0.4 -0.8
C 13.68432 21.75753 5.06714 -1.9 1.0 0.3
O 13.46466 22.58165 5.92976 0.7 -0.2 0.2
C 12.67431 21.63858 3.93513 0.0 -0.4 0.0
H 14.63787 20.06034 4.31586 0.4 0.0 -0.1
H 14.76616 20.19936 6.03451 0.4 0.4 0.3
H 15.73286 21.33521 4.93184 0.2 -0.3 0.4
H 11.73625 22.16247 4.10439 0.2 0.2 0.4
H 12.42034 20.57745 3.86839 0.1 0.0 -0.6
H 13.06397 22.02944 2.99322 0.2 -0.4 -0.1
```
Forces are in eV/Å.

Properties
molar mass	861.0	g/mol
E_tot	-4818.068493	a.u.
spin multiplicity	1
largest force on an atom	3.780	eV/A

=====

| no. | HOMO energy (eV) |
| --- | --- |
| 1 | -8.3 |
| 2 | -8.4 |